The following is a DFT calculation (wB97M-V/def2-TZVPD) of a single C15H13F13N4O molecule at a distorted geometry.

```
! RIJCOSX wB97M-V def2-TZVPD def2/J DEFGRID3
* xyz 0 1
C 7.37 1.43 -5.57
C 5.79 1.18 -6.35
N 5.18 0.52 -5.31
N 5.21 -1.04 -5.15
C 4.37 -1.29 -4.39
C 4.02 -2.90 -4.16
C 3.82 -0.33 -3.67
C 2.99 -0.32 -2.55
N 2.51 -1.31 -2.00
N 1.87 -1.52 -0.83
C 1.33 -0.53 -0.22
O 1.30 0.86 -0.39
C 0.41 -1.01 1.10
F 1.11 -1.71 1.80
F -0.40 -1.79 0.54
C -0.48 0.29 1.74
F -1.02 1.00 0.88
F 0.38 0.80 2.52
C -1.35 -0.40 2.88
F -1.13 -1.76 3.07
F -1.19 0.31 4.00
C -2.84 -0.51 2.37
F -3.43 -1.37 2.99
F -3.00 -1.05 0.92
C -3.75 0.85 2.62
F -2.97 2.07 2.34
F -4.11 0.71 3.92
C -4.81 1.15 1.60
F -4.52 1.43 0.41
F -5.67 1.93 2.08
F -5.69 -0.12 1.45
C 4.49 1.09 -4.27
C 4.21 2.50 -3.87
H 7.71 0.42 -5.35
H 7.25 1.88 -4.60
H 7.90 1.91 -6.38
H 6.07 0.47 -7.18
H 5.32 2.16 -6.34
H 4.80 -3.21 -4.65
H 3.09 -3.01 -4.13
H 4.62 -3.08 -3.03
H 2.68 0.81 -2.16
H 1.48 -2.35 -0.63
H 4.02 2.94 -4.73
H 3.65 2.53 -3.17
H 5.18 2.93 -3.85
*
```

Properties
HOMO-LUMO gap in eV: 8.241
HOMO level in eV: -7.682
SMILES: CCn1nc(C)c(/C=N/NC(=O)C(F)(F)C(F)(F)C(F)(F)C(F)(F)C(F)(F)C(F)(F)F)c1C
Relative energy (zero: lowest compared OMol25 entry of this formula, charge and spin) in kJ/mol: 1526.3
Lowest unoccupied orbital energy in eV: 0.559